A molecular structure, C50H37Cl2F15GeN3NaOSSe3. Source: the Open Molecules 2025 dataset; level of theory: wB97M-V/def2-TZVPD.

Positions of all 114 atoms, in Å:
Na: -0.55 -0.23 -0.53
C: 3.89 0.48 -3.49
Se: 3.09 0.41 -1.71
C: 3.28 2.30 -1.28
C: 2.22 3.18 -1.87
Se: 0.42 2.71 -1.24
C: -0.52 3.78 -2.59
H: 3.90 -0.53 -3.88
H: 4.91 0.87 -3.43
H: 3.28 1.11 -4.14
H: 4.28 2.60 -1.62
H: 3.26 2.33 -0.19
H: 2.19 3.09 -2.96
H: 2.40 4.22 -1.60
H: -0.19 4.82 -2.54
H: -1.58 3.71 -2.36
H: -0.33 3.37 -3.58
C: -3.52 -0.41 -3.09
C: -2.83 0.43 -2.06
O: -1.63 0.62 -2.07
N: -3.65 1.04 -1.18
C: -3.15 1.93 -0.16
C: -3.05 1.31 1.21
C: -3.87 1.74 2.25
C: -3.70 1.18 3.50
C: -2.73 0.21 3.67
C: -1.97 -0.16 2.57
N: -2.12 0.38 1.37
H: -2.87 -0.55 -3.95
H: -4.47 0.03 -3.40
H: -3.72 -1.39 -2.65
H: -4.55 0.61 -1.01
H: -3.78 2.82 -0.12
H: -2.13 2.22 -0.46
H: -4.61 2.51 2.08
H: -4.32 1.50 4.33
H: -2.56 -0.24 4.63
H: -1.20 -0.92 2.65
Cl: 2.92 -2.66 -1.57
C: 2.38 -2.47 0.10
Cl: 0.65 -2.66 0.22
H: 2.62 -1.45 0.41
H: 2.87 -3.23 0.72
Se: -3.74 -2.28 0.01
C: -3.63 -4.06 0.58
C: -4.56 -5.01 0.14
C: -4.47 -6.30 0.62
N: -3.57 -6.71 1.50
C: -2.68 -5.81 1.91
C: -2.66 -4.49 1.48
H: -5.32 -4.72 -0.57
H: -5.17 -7.06 0.28
H: -1.96 -6.17 2.63
H: -1.90 -3.81 1.84
F: 4.81 1.57 4.35
C: 4.66 2.56 3.45
C: 3.43 2.74 2.83
C: 3.31 3.85 2.00
F: 2.11 4.09 1.45
C: 4.36 4.72 1.74
F: 4.20 5.79 0.94
C: 5.60 4.47 2.33
F: 6.65 5.28 2.07
C: 5.74 3.39 3.21
F: 6.93 3.18 3.81
Ge: 1.81 1.55 2.88
S: 1.41 0.61 1.05
C: 2.10 0.10 4.22
C: 1.18 -0.28 5.19
F: 0.08 0.47 5.37
C: 1.35 -1.40 5.98
F: 0.44 -1.72 6.93
C: 2.46 -2.22 5.80
F: 2.65 -3.31 6.57
C: 3.37 -1.90 4.79
F: 4.43 -2.71 4.58
C: 3.16 -0.77 4.02
F: 4.01 -0.50 3.01
C: 0.52 2.79 3.74
C: 0.74 3.17 5.06
F: 1.86 2.73 5.67
C: -0.13 3.99 5.75
F: 0.11 4.34 7.03
C: -1.28 4.46 5.11
F: -2.15 5.25 5.77
C: -1.51 4.11 3.78
F: -2.61 4.58 3.15
C: -0.60 3.30 3.11
F: -0.81 3.02 1.82
C: -3.80 -5.06 -4.24
C: -3.37 -4.06 -5.10
C: -2.23 -3.34 -4.81
C: -1.51 -3.57 -3.64
C: -1.97 -4.56 -2.77
C: -3.10 -5.30 -3.07
C: -0.28 -2.84 -3.34
C: 0.26 -1.92 -4.08
C: 0.87 -1.01 -4.85
C: 1.84 -1.38 -5.84
C: 2.40 -0.45 -6.67
C: 2.07 0.90 -6.57
C: 1.16 1.30 -5.59
C: 0.57 0.39 -4.74
H: -4.68 -5.65 -4.49
H: -3.91 -3.86 -6.01
H: -1.88 -2.58 -5.49
H: -1.44 -4.75 -1.85
H: -3.43 -6.07 -2.39
H: 0.19 -3.15 -2.41
H: 2.12 -2.43 -5.92
H: 3.12 -0.76 -7.41
H: 2.51 1.63 -7.23
H: 0.92 2.35 -5.48
H: -0.12 0.70 -3.98

**HOMO level**: -0.226 eV
**Multiplicity**: 1
**HOMO-LUMO gap**: 3.4 eV
**Relative energy (zero: lowest compared OMol25 entry of this formula, charge and spin)**: 24.89 kcal/mol
**Total charge**: -2

Mulliken atomic charge list, values in e, 6 entries: Na 1.186; C -0.755; Se 0.325; C -0.190; C -0.871; Se 0.640